DFT (ωB97M-V/def2-TZVPD) results for a 6-piece molecular cluster, C24H53NO8P overall.

E_tot, Ha: -1944.049995
Total charge: +1
Max |F|, eV/A: 1.1
Gap between HOMO and LUMO, eV: 7.071

Each line ends with the Löwdin charge.
Element x y z (Å)
C: -2.38531 -1.38675 1.32498  0.037
C: -1.62764 -2.43054 0.57538  -0.492
O: -1.79401 -2.74305 -0.57300  0.144
O: -0.69280 -3.08265 1.35864  -0.044
C: 0.65808 -3.00955 0.91566  -0.129
C: 1.56085 -2.26474 1.93904  -0.084
C: 0.78591 -1.59305 3.01991  -0.141
C: 0.24650 -2.29435 4.11184  0.052
C: -0.49626 -1.62801 5.05027  -0.001
N: -0.69053 -0.29938 4.93277  0.105
C: -0.17869 0.42428 3.91385  -0.284
P: -0.47764 2.20725 3.65695  0.764
O: -0.91314 2.42345 2.26022  -0.394
C: 0.56394 -0.21417 2.95458  0.010
H: -3.24592 -1.05687 0.74123  0.082
H: -2.74425 -1.77014 2.28188  0.095
H: -1.76429 -0.51088 1.52528  0.077
H: 0.72960 -2.55613 -0.07244  0.133
H: 1.03535 -4.02721 0.81548  0.130
H: 2.28522 -2.96113 2.35951  0.132
H: 2.11795 -1.48892 1.41604  0.100
H: 0.39514 -3.36316 4.20131  0.145
H: -0.95732 -2.11888 5.89610  0.149
H: -1.24501 0.16588 5.64028  0.171
H: 0.74153 2.82391 3.97501  0.024
H: -1.42035 2.53862 4.64677  0.025
H: 0.96216 0.36003 2.12551  0.136
C: 5.68698 -1.53509 3.09242  -0.050
C: 5.05275 -1.15830 1.76414  -0.495
C: 6.08240 -0.68624 0.75263  -0.048
O: 4.04074 -0.15905 1.95534  -0.082
H: 6.18809 -0.66779 3.52995  0.085
H: 4.93108 -1.87736 3.80072  0.074
H: 6.42686 -2.32513 2.96599  0.086
H: 4.51978 -2.02141 1.35867  0.125
H: 6.59484 0.20449 1.12607  0.082
H: 5.60479 -0.42915 -0.19237  0.084
H: 6.83211 -1.45457 0.56525  0.086
H: 4.47454 0.62562 2.31155  0.052
C: 3.35505 5.27178 2.35354  -0.051
C: 3.90703 3.98488 2.93993  -0.480
C: 5.00018 3.38403 2.07387  -0.052
O: 2.84698 3.03180 3.14346  -0.104
H: 2.91589 5.08281 1.37004  0.087
H: 2.57866 5.68636 2.99603  0.081
H: 4.14061 6.01756 2.23624  0.087
H: 4.30076 4.17561 3.93869  0.141
H: 4.61036 3.13547 1.08263  0.092
H: 5.39137 2.47266 2.53024  0.065
H: 5.82806 4.08065 1.94827  0.090
H: 2.48045 2.85106 2.26797  0.080
C: -4.37775 2.89644 -1.49156  -0.055
C: -3.65685 1.70083 -0.89514  -0.496
C: -2.56272 1.18794 -1.82018  -0.050
O: -4.58346 0.65454 -0.59222  -0.062
H: -4.85843 2.61583 -2.43364  0.072
H: -5.15567 3.25484 -0.81761  0.082
H: -3.68577 3.71607 -1.69134  0.081
H: -3.21825 1.97504 0.06699  0.126
H: -2.99459 0.86864 -2.77231  0.085
H: -2.05539 0.32800 -1.37938  0.061
H: -1.82368 1.96390 -2.02500  0.081
H: -4.99933 0.37932 -1.41727  0.094
C: -0.93251 -7.25273 -2.00803  -0.062
C: -0.65163 -6.41616 -3.24714  -0.502
C: 0.55345 -5.51068 -3.05102  -0.062
O: -1.79738 -5.65020 -3.60755  -0.048
H: -1.15395 -6.59897 -1.15868  0.075
H: -1.79596 -7.89671 -2.17053  0.080
H: -0.07682 -7.87714 -1.74655  0.078
H: -0.47617 -7.07724 -4.09702  0.138
H: 0.35714 -4.81603 -2.22747  0.065
H: 0.74349 -4.92063 -3.94710  0.080
H: 1.45122 -6.08407 -2.81392  0.078
H: -1.98933 -5.04292 -2.88329  0.081
C: -5.33886 4.91833 -6.12652  -0.060
C: -4.62306 3.72474 -5.51539  -0.508
C: -3.52070 3.19932 -6.42160  -0.060
O: -5.55331 2.68465 -5.20582  -0.064
H: -5.81172 4.63081 -7.06944  0.083
H: -6.11851 5.28007 -5.45674  0.080
H: -4.64604 5.73578 -6.32907  0.081
H: -4.19390 4.01183 -4.55339  0.124
H: -3.94298 2.86424 -7.37276  0.083
H: -3.01873 2.34891 -5.95977  0.075
H: -2.77862 3.97032 -6.63217  0.080
H: -5.95269 2.39850 -6.03469  0.087